{"formula": "C4H9O2", "method": "wB97M-V/def2-TZVPD", "spin_multiplicity": 1, "total_charge": -1, "de_lowest_ev": 1.745, "homo_lumo_gap_ha": 0.268, "elements": ["C", "C", "O", "O", "H", "H", "H", "C", "C", "H", "H", "H", "H", "H", "H"], "xyz": [[-0.653438, 2.202789, 1.878465], [-1.898142, 1.454778, 1.172826], [-1.738458, 0.209852, 1.372490], [-2.918908, 2.065769, 0.906716], [-0.627287, 3.206971, 1.510650], [0.449117, 1.913881, 1.739514], [-0.657758, 2.110799, 2.927864], [1.560344, -1.340875, -1.260189], [0.321564, -2.023737, -1.617141], [2.322512, -1.863518, -0.518458], [2.082540, -0.792743, -2.004155], [1.501855, -0.351339, -0.719840], [-0.479156, -2.055558, -0.931586], [0.024516, -1.647500, -2.617318], [0.710698, -3.089573, -1.839834]], "atomic_forces_ev_per_a": [[1.546, 0.233, -2.356], [2.124, -2.446, 3.528], [-0.370, 0.124, -1.232], [-0.504, 1.202, -1.055], [-0.267, 1.193, 0.400], [-1.528, -0.592, -0.740], [-0.975, 0.244, 1.410], [2.962, 2.641, 4.239], [1.223, -2.498, -2.819], [-1.512, 0.539, -1.858], [0.916, -0.887, -1.815], [-1.235, -0.938, 0.476], [-0.726, 0.208, 0.855], [-0.421, -0.171, 0.680], [-1.234, 1.148, 0.286]]}

{"formula": "C4H9O2", "method": "wB97M-V/def2-TZVPD", "spin_multiplicity": 1, "total_charge": -1, "de_lowest_ev": 2.933, "homo_lumo_gap_ha": 0.193, "elements": ["C", "O", "C", "H", "H", "H", "H", "H", "O", "C", "C", "H", "H", "H", "H"], "xyz": [[0.039015, 0.704777, -2.586950], [-1.088114, 0.390998, -3.225185], [0.061351, 0.284831, -1.091633], [0.277590, 1.811624, -2.567080], [0.978367, 0.240144, -3.015678], [1.073388, 0.404100, -0.671425], [-0.249052, -0.757626, -0.973231], [-0.669620, 0.846160, -0.501350], [-0.813106, -0.800324, 1.853126], [0.134083, -0.105249, 2.095346], [1.285176, -0.562057, 2.957836], [0.203732, 0.938839, 1.742219], [0.979381, -0.356945, 3.993400], [2.159975, 0.081722, 2.855246], [1.486144, -1.619375, 2.821142]], "atomic_forces_ev_per_a": [[-0.049, -0.077, 0.241], [-0.016, 0.040, -0.059], [-0.092, -0.125, -0.036], [0.055, -0.010, -0.058], [-0.027, 0.016, -0.077], [-0.025, 0.077, 0.135], [0.155, -0.090, -0.204], [0.064, 0.231, -0.071], [-0.040, -0.005, 0.090], [0.194, -0.021, 0.138], [-0.130, 0.629, 0.447], [-0.185, -0.012, -0.109], [-0.143, -0.365, -0.034], [0.129, -0.271, -0.456], [0.110, -0.017, 0.055]]}

{"formula": "C4H9O2", "method": "wB97M-V/def2-TZVPD", "spin_multiplicity": 1, "total_charge": 1, "de_lowest_ev": 2.600, "homo_lumo_gap_ha": 0.317, "elements": ["C", "C", "C", "C", "O", "O", "H", "H", "H", "H", "H", "H", "H", "H", "H"], "xyz": [[2.039603, 0.856852, -0.190080], [-1.229594, 0.487837, -0.949391], [-0.238079, -1.501424, 0.369349], [-0.116798, -0.090922, -0.125848], [-0.169988, 0.898574, 1.531868], [1.132603, 0.173082, -0.664142], [2.954474, 0.927128, -0.783577], [1.937951, 1.365812, 0.772428], [-0.848911, 1.180567, -1.696236], [-1.791225, -0.304505, -1.439373], [-1.917587, 1.037947, -0.308848], [-1.182514, -1.617712, 0.896853], [0.576268, -1.746914, 1.049259], [-0.227568, -2.200750, -0.466358], [-0.918634, 0.534427, 2.004096]], "atomic_forces_ev_per_a": [[0.666, 0.647, 0.624], [0.134, 0.212, -0.123], [0.424, 0.049, -0.131], [-2.863, 1.222, 4.810], [1.478, -1.337, -3.980], [0.938, -0.073, -0.814], [-0.216, -0.102, -0.019], [-0.321, -0.157, -0.019], [-0.022, 0.021, -0.057], [0.094, -0.097, -0.100], [0.124, -0.079, 0.052], [-0.019, 0.107, -0.090], [-0.018, 0.020, 0.001], [0.005, -0.019, -0.136], [-0.405, -0.414, -0.019]]}

{"formula": "C4H9O2P", "method": "wB97M-V/def2-TZVPD", "spin_multiplicity": 1, "total_charge": 0, "de_lowest_ev": 1.922, "homo_lumo_gap_ha": 0.415, "elements": ["C", "C", "C", "C", "O", "O", "P", "H", "H", "H", "H", "H", "H", "H", "H", "H"], "xyz": [[0.085326, 1.362139, 0.078718], [0.556234, -1.072795, -0.164894], [-0.485907, -0.013474, -0.500103], [-1.905502, -0.110207, 0.041864], [3.341891, -0.610321, -0.229683], [1.473216, 1.240407, -0.110718], [2.029745, -0.199577, 0.328197], [-0.389864, 2.254639, -0.364741], [-0.268287, 1.359807, 1.082656], [0.069644, -1.952266, 0.512946], [0.793152, -1.756455, -1.303333], [-0.319661, -0.015673, -1.609310], [-2.183257, -1.085940, -0.140450], [-2.646851, 0.447668, -0.456566], [-2.055063, 0.157012, 1.153359], [1.905182, -0.004965, 1.682057]], "atomic_forces_ev_per_a": [[-0.988, -1.887, -1.795], [-1.666, -5.271, -1.803], [0.528, 2.618, -0.524], [0.829, 0.282, 1.490], [-1.138, 0.402, 0.708], [0.695, 1.439, -0.077], [0.991, -0.179, -0.985], [0.816, -0.368, -0.318], [0.495, 0.161, 1.400], [1.637, 2.196, -1.157], [-0.325, 2.095, 3.703], [-1.365, 0.755, 0.791], [-1.054, -2.391, 0.181], [-0.504, 1.154, -0.957], [0.714, -0.638, -1.565], [0.336, -0.369, 0.907]]}

{"formula": "C4H9O2P", "method": "wB97M-V/def2-TZVPD", "spin_multiplicity": 1, "smiles": "C[C@H]1CO[P@H](=O)C1", "total_charge": 0, "de_lowest_ev": 1.042, "homo_lumo_gap_ha": 0.409, "elements": ["C", "C", "C", "C", "O", "O", "P", "H", "H", "H", "H", "H", "H", "H", "H", "H"], "xyz": [[0.562671, 1.210006, -0.452977], [-0.568899, -0.641147, 0.779958], [0.540482, -0.358000, -0.199046], [0.613940, -1.268309, -1.407691], [-0.897370, 1.384362, 2.821871], [-0.198184, 1.856257, 0.546848], [-1.126722, 0.977768, 1.452738], [1.604341, 1.606405, -0.439880], [0.174699, 1.529937, -1.474857], [-1.282297, -1.361685, 0.293471], [0.058895, -1.102452, 1.667030], [1.441747, -0.502741, 0.414740], [0.211065, -2.215280, -1.077997], [1.581368, -1.284029, -1.891299], [-0.178857, -0.861156, -2.111223], [-2.536879, 1.030064, 1.078312]], "atomic_forces_ev_per_a": [[0.396, -0.222, -2.060], [0.834, -1.494, 1.715], [2.020, 1.900, 0.424], [-2.219, 1.490, -0.447], [-0.265, -0.270, 1.720], [0.340, 0.776, -1.232], [-1.315, -1.233, -0.779], [-0.722, -0.277, 0.326], [0.135, -0.663, 1.099], [0.173, 0.852, 1.116], [-2.165, 0.301, -1.359], [0.102, -0.027, -0.529], [0.545, -0.650, -0.258], [0.059, -0.258, -0.034], [1.005, -0.585, 0.290], [1.074, 0.359, 0.008]]}

{"formula": "C4H9O2S", "method": "wB97M-V/def2-TZVPD", "spin_multiplicity": 1, "total_charge": -1, "de_lowest_ev": 0.236, "homo_lumo_gap_ha": 0.281, "elements": ["O", "C", "O", "C", "H", "H", "H", "C", "S", "C", "H", "H", "H", "H", "H", "H"], "xyz": [[-0.041963, -1.026118, -1.069879], [0.052655, -1.516210, 0.080385], [0.559743, -0.975846, 1.086683], [-0.550908, -2.917953, 0.289187], [-0.057380, -3.363506, 1.153363], [-1.599070, -2.817519, 0.580946], [-0.455569, -3.527205, -0.605261], [1.570324, 1.808934, -0.454752], [0.261220, 2.990359, -0.093261], [-1.116832, 1.835272, 0.126907], [1.210335, 1.045834, -1.139692], [1.907145, 1.304730, 0.447762], [2.410422, 2.339079, -0.906617], [-2.006299, 2.411526, 0.378962], [-1.264743, 1.279617, -0.794565], [-0.879084, 1.129006, 0.919838]], "atomic_forces_ev_per_a": [[-0.067, -0.106, -0.203], [-0.075, 0.231, -0.232], [0.063, 0.042, 0.311], [0.156, 0.157, 0.517], [0.098, -0.245, -0.129], [-0.098, 0.035, -0.260], [-0.094, -0.093, -0.031], [0.271, -0.116, 0.001], [-0.137, 0.180, -0.013], [0.215, 0.002, 0.012], [-0.102, -0.096, 0.000], [-0.099, -0.062, 0.025], [-0.080, 0.145, 0.014], [0.018, 0.066, -0.008], [-0.063, -0.088, 0.006], [-0.006, -0.053, -0.011]]}

{"formula": "C4H9O3", "method": "wB97M-V/def2-TZVPD", "spin_multiplicity": 1, "total_charge": -1, "de_lowest_ev": 2.720, "homo_lumo_gap_ha": 0.294, "elements": ["C", "O", "H", "H", "H", "H", "C", "C", "C", "O", "O", "H", "H", "H", "H", "H"], "xyz": [[0.577445, 2.986146, 0.656073], [-0.083874, 1.960517, 1.334608], [-0.147426, 1.009948, 0.995153], [0.374794, 3.766365, 1.254531], [-0.026692, 2.993459, -0.281493], [1.472823, 2.730725, 0.293482], [-0.159098, -1.947967, -0.970382], [-0.141366, -2.282977, 0.469687], [-0.213638, -0.273948, -0.956237], [0.736788, 0.475700, -1.179698], [-1.351868, 0.054247, -0.649346], [0.606389, -2.094400, -1.701000], [-1.098243, -2.221148, -1.610482], [-0.694009, -3.270395, 0.511537], [-0.775370, -1.520970, 1.114147], [0.923345, -2.365304, 0.719414]], "atomic_forces_ev_per_a": [[-4.833, -3.420, -3.066], [-0.534, -2.886, 2.411], [0.468, 2.581, -0.512], [0.250, 3.291, 1.706], [0.422, 1.175, 0.054], [4.092, -0.520, -0.533], [-1.972, 3.896, -3.119], [-1.450, -1.239, 0.743], [-0.617, -2.081, -0.582], [1.563, -0.252, -0.338], [-2.078, 1.076, 0.798], [1.434, -1.092, 0.449], [1.219, 0.354, 1.700], [0.949, 0.670, 0.851], [1.532, -1.471, -1.376], [-0.445, -0.081, 0.813]]}

{"formula": "C4H9O3", "method": "wB97M-V/def2-TZVPD", "spin_multiplicity": 1, "total_charge": -1, "de_lowest_ev": 1.197, "homo_lumo_gap_ha": 0.267, "elements": ["C", "C", "C", "O", "O", "H", "H", "H", "H", "H", "C", "O", "H", "H", "H", "H"], "xyz": [[0.451700, 0.731665, -1.402740], [-0.898769, 0.063493, -1.266774], [1.580605, -0.120693, -0.716109], [2.278567, 0.497563, 0.131421], [1.640187, -1.317601, -1.067025], [0.749807, 0.757211, -2.457426], [0.412083, 1.741614, -1.001954], [-1.221591, -0.001734, -0.222618], [-1.003110, -0.977813, -1.578624], [-1.741505, 0.592347, -1.739050], [-1.622708, -0.452253, 2.253634], [-2.409717, 0.612114, 1.679659], [-2.978801, 0.227598, 1.034281], [-2.208303, -1.362692, 2.403625], [-0.811099, -0.693289, 1.569479], [-1.274118, -0.050401, 3.200787]], "atomic_forces_ev_per_a": [[0.388, -0.894, -0.340], [-1.449, -0.333, 0.546], [-0.154, 0.709, 0.660], [-0.144, -0.351, -0.394], [0.031, -0.002, -0.050], [-0.165, 0.232, -0.028], [0.137, 0.036, 0.050], [0.376, 0.337, -0.049], [0.703, 0.055, -0.455], [0.312, 0.193, -0.215], [-0.355, 0.585, -0.524], [0.345, -0.050, 1.114], [-0.512, -0.302, -0.808], [-0.111, 0.080, 0.193], [0.350, -0.019, 0.298], [0.249, -0.276, 0.004]]}

{"formula": "C4H9O3", "method": "wB97M-V/def2-TZVPD", "spin_multiplicity": 1, "total_charge": -1, "de_lowest_ev": 1.291, "homo_lumo_gap_ha": 0.256, "elements": ["C", "C", "O", "H", "H", "H", "H", "H", "H", "C", "C", "O", "O", "H", "H", "H"], "xyz": [[-1.778676, -1.295054, 0.898253], [-0.358627, -0.997436, 1.366431], [-1.951472, -0.715946, -0.397203], [-2.024282, -2.366303, 0.974756], [-2.528192, -0.763725, 1.490760], [-0.310527, -0.037824, 1.838884], [-2.220063, -1.385974, -1.043998], [0.281268, -1.202956, 0.495308], [0.084665, -1.698496, 2.092922], [1.186502, 1.985153, -0.848961], [2.039456, 0.879196, -1.482611], [2.305669, 0.942210, -2.700673], [2.348024, -0.041788, -0.685102], [1.713665, 2.578270, -0.089408], [0.404239, 1.460222, -0.296472], [0.808349, 2.660452, -1.612888]], "atomic_forces_ev_per_a": [[-0.227, 0.360, 0.533], [0.202, -1.708, -0.211], [-0.301, -0.680, -0.631], [0.117, 0.204, -0.475], [0.099, -0.204, 0.485], [0.456, 0.770, -0.412], [0.279, 0.286, 0.373], [0.131, 1.111, 0.190], [-0.745, -0.068, 0.139], [-0.073, 0.198, 0.222], [0.307, -0.574, 0.169], [-0.056, 0.341, -0.117], [0.129, -0.110, 0.146], [0.248, -0.200, -0.229], [-0.292, 0.241, -0.211], [-0.274, 0.033, 0.029]]}